C42H51CrN10Si | ωB97M-V/def2-TZVPD

```
105
Properties=species:S:1:pos:R:3:forces:R:3
H -4.0540 -6.1648 0.8792 0.0 0.0 0.0
C 2.8623 2.1742 -2.4714 -0.2 0.1 -0.2
C -1.2480 4.2701 1.3735 0.2 -0.4 -0.1
C -1.2906 4.8332 -1.6515 -0.1 0.3 0.0
H -3.0845 6.9707 0.3279 0.0 0.0 0.0
C -1.4121 -0.8255 -1.4025 -0.1 0.1 -0.2
Cr 0.7341 1.2572 -0.7474 -1.8 -0.6 -0.4
H 3.1478 -2.7707 -2.2813 0.0 0.0 0.0
C 3.8192 2.4252 -3.4795 -0.1 0.0 -0.1
H 4.2311 -1.6918 -4.4766 -0.1 0.0 0.1
C -0.6027 3.4999 0.3967 -0.1 0.3 0.2
H -2.2855 1.1420 -1.2418 -0.1 0.0 0.1
H 3.1864 5.2127 -0.9128 0.0 0.0 0.0
C -0.9598 1.1758 -3.7133 -0.2 0.1 0.2
H 3.2705 1.8317 0.5374 0.0 0.0 0.0
H 0.7863 -1.6047 3.5217 0.2 0.1 -0.1
N 2.1228 1.0038 -2.3556 0.2 0.3 0.5
C -2.0040 0.3359 1.6068 -0.2 0.1 -0.1
H -0.2778 -2.9029 4.0273 0.0 0.0 0.0
C -2.5595 -6.7693 3.8652 0.0 -0.1 0.0
H 0.0701 2.3011 2.7820 0.0 0.0 0.0
C -0.7548 -2.2981 1.1583 0.0 0.1 0.0
C -2.4478 6.1105 0.1639 0.0 0.0 0.3
H 0.3429 -1.5779 -3.8006 0.0 0.0 -0.1
H -4.0197 -3.8151 1.7043 0.0 0.0 0.0
C -3.1478 -1.9294 4.0117 0.1 0.2 0.0
H -4.0514 -0.0869 2.2051 0.0 0.0 0.0
H -1.0205 -1.3160 -2.3020 0.0 0.0 0.1
H -2.1625 -7.5752 4.4677 0.0 0.0 0.0
N -2.0769 -4.9106 5.5108 0.1 -0.2 0.2
C -0.8422 3.6236 -1.0485 0.1 -0.3 -0.2
H 2.7923 2.3914 2.9399 0.0 0.0 0.0
H 3.6445 0.4962 1.6274 0.0 0.0 -0.1
H 4.9041 5.5453 -2.6746 0.0 0.0 0.0
C 2.8332 1.1017 1.2178 0.3 0.2 0.1
C 3.3815 4.4310 -1.6385 0.0 0.1 0.0
C 2.3513 -1.7806 1.4925 0.6 -1.0 0.7
C -3.1053 -6.9873 2.6209 0.1 -0.1 0.1
H 5.2725 3.7261 -4.3291 0.0 0.0 0.0
C -1.0937 -1.5667 2.5080 0.2 -0.2 -0.1
H -0.8736 -4.4633 1.0627 0.0 0.0 0.0
H 5.0089 -0.3074 -3.7149 0.0 0.0 0.0
H 1.6867 -2.0775 -4.8178 0.0 0.0 0.0
N -2.2738 -3.6508 5.4864 -0.1 0.1 -0.1
C 1.2367 -1.2184 -4.3130 0.0 0.1 0.2
H 1.8581 -2.0624 -1.3053 0.0 -0.1 0.1
C -0.7137 2.5810 -3.1823 0.1 -0.1 -0.2
N 1.8165 0.3404 0.5309 0.6 -1.4 1.0
H -2.2214 6.6798 -1.8497 0.0 0.0 0.0
H -0.5827 -1.2382 4.5604 0.0 0.0 0.0
N -2.5492 -1.5525 2.7535 -0.1 0.0 -0.1
C 4.5400 3.6042 -3.5395 0.0 -0.1 0.0
H -0.8783 1.2051 -4.8019 0.1 0.0 0.0
H 3.9909 -0.0869 -5.1491 0.1 -0.1 0.0
C -2.4298 0.2473 -1.8422 0.0 -0.1 -0.1
C -2.3202 0.5972 -3.3274 0.1 0.1 0.1
H -2.4973 -0.3073 -3.9180 0.0 0.0 0.0
H -0.1685 0.5377 -3.3322 0.1 -0.1 -0.1
C -1.9855 5.8987 -1.1346 0.1 -0.2 -0.1
H 0.9277 -0.5119 -5.0845 0.0 0.0 0.0
N -0.7526 -0.2652 1.8635 0.4 -0.2 0.1
H -2.5243 5.6968 2.2104 0.0 0.0 0.0
H -3.4416 -0.1178 -1.6452 0.0 0.0 0.0
C 0.8366 2.5997 2.0579 0.0 0.0 0.1
C 1.4344 -0.8365 0.9487 -0.4 1.3 -0.8
C -3.0043 -0.3449 2.1626 0.0 -0.1 0.0
H -1.0246 4.9354 -2.6948 0.0 0.0 0.0
H -1.5965 3.1863 -3.4080 0.0 0.0 0.0
C 4.3398 4.6240 -2.6200 0.0 0.1 0.0
C 2.0930 1.7600 2.3895 -0.1 0.0 -0.2
C -0.1605 -3.6532 1.1806 0.3 -0.1 0.2
C -3.6241 -4.6311 2.2943 -0.1 0.1 -0.2
N -0.2893 -0.3646 -0.5879 0.2 0.9 -0.4
H -2.8276 -1.3478 4.8839 0.0 -0.1 0.0
H -3.1116 1.3065 -3.5930 0.0 0.0 0.0
H 3.5332 -1.5450 -1.0699 0.0 0.0 0.0
H 3.3503 -1.3961 1.6578 -0.1 0.0 0.0
C 2.6681 3.2468 -1.5679 0.0 -0.3 -0.1
H 1.3194 -5.0521 1.5348 0.0 0.0 0.0
H 3.9893 1.6856 -4.2415 0.0 0.0 0.0
C 2.2367 -3.1237 1.6529 0.3 1.0 0.0
C -2.5414 -5.4541 4.3340 -0.2 0.4 -0.3
C -3.0661 -4.4131 3.5545 0.2 -0.2 0.3
H -2.0641 1.2568 1.0500 0.0 0.0 0.0
C -0.0584 -0.9952 0.6690 -0.1 0.0 0.6
H 1.9349 3.1610 -0.7732 0.0 0.1 0.1
H 1.0763 3.6510 2.2508 0.0 0.0 0.1
Si 2.5384 -0.5055 -3.1231 0.1 -0.5 0.0
H 0.1427 3.0211 -3.7091 0.0 0.0 0.0
H -1.9654 -1.5956 -0.8674 0.1 0.1 -0.1
C -3.6310 -5.9340 1.8485 0.0 0.1 0.0
C 2.7957 -1.8455 -1.8173 -0.1 0.1 -0.1
H 1.7870 0.9451 3.0481 0.0 0.0 0.1
N -2.8737 -3.3079 4.3261 0.0 -0.1 -0.1
N -0.4434 2.5856 -1.7493 -0.3 0.3 -0.3
N 0.2760 2.5364 0.7035 0.8 -0.4 -0.1
H 3.1531 -3.6248 1.9423 0.0 0.0 0.0
C 1.1100 -3.9910 1.4550 -0.7 -0.3 -0.3
H -1.0998 3.9295 2.3891 0.0 0.0 0.0
H -3.1361 -7.9922 2.2206 0.0 0.0 0.0
H -4.2254 -1.8022 3.8871 0.0 0.1 0.1
H -1.7227 -2.3526 0.6669 0.0 0.0 0.0
C -0.2438 -1.8574 3.7292 -0.3 -0.1 -0.1
C 4.0961 -0.6401 -4.2128 -0.1 0.3 0.2
C -2.1060 5.3608 1.2674 -0.2 0.3 -0.3
```
Forces are in eV/Å.

Properties
2S+1 ... 2
<S²> ... 0.7916
Molecular weight ... 776.02 Da
Orbital gap (spin up / spin down) ... 6.0 / 5.9 eV